Entry from the OMol25 dataset: a molecular structure, C2H2LiNaO2 (the ωB97M-V functional and the def2-TZVPD basis).

Structure (XYZ):
```
8
Properties=species:S:1:pos:R:3:forces:R:3:nbo_charge:R:1
Na 0.045291 3.057444 0.964732 -0.116 -0.177 -0.065 0.988
O 0.043858 0.875457 0.723297 0.807 0.864 1.279 -0.963
O 0.741840 -1.578322 -0.050969 -2.403 -0.558 1.354 -0.681
C -0.485948 0.285949 -0.294250 0.424 0.845 -1.518 0.084
C -0.425499 -1.135617 -0.354991 3.262 -0.406 -2.345 0.268
Li 1.219486 -0.503046 1.474711 -0.209 -0.057 -0.513 0.959
H -1.027484 -1.647302 -1.122997 -0.073 -0.361 0.670 0.176
H -0.111545 0.645438 -1.339533 -1.691 -0.151 1.138 0.170
```
Positions in Å, forces in eV/Å.

- <S²> = 0.7598
- multiplicity = 2
- highest occupied orbital energy (alpha / beta) (eV) = -11.085 / -13.542
- energy above the lowest of the compared OMol25 structures with the same formula, charge and spin (kcal/mol) = 15.1
- charge = +1

---

Entry from the OMol25 dataset: 9 unconnected molecules or ions with the total composition C12H43N17O9 (the ωB97M-V functional and the def2-TZVPD basis).

Structure (XYZ):
```
81
Properties=species:S:1:pos:R:3:forces:R:3:mulliken_charge:R:1
O 3.290622 2.107721 -3.220673 0.589 -0.366 0.063 -0.482
O -5.075264 1.068296 -0.759113 1.261 0.221 0.662 -0.811
O 0.808092 -3.347074 1.440781 0.379 0.217 0.117 -0.604
O 0.323329 0.253925 0.548283 2.227 -0.774 0.767 -0.100
O -2.093031 3.193033 -2.138237 -0.166 0.432 1.620 -0.741
O 1.681248 -1.977134 -1.946668 0.604 0.365 -0.589 -0.525
O -3.452743 -3.804738 -1.501183 0.900 0.005 0.365 -0.631
O -3.678436 -1.323655 3.961488 0.540 0.030 0.027 -0.654
O -0.267629 2.464879 3.139336 1.565 0.112 -0.138 -0.829
N 1.739839 2.118933 2.190864 1.231 1.239 1.496 0.060
N -1.324927 -3.161290 -0.766116 -1.448 -1.603 0.542 -0.047
N 3.690166 -2.772306 -1.301330 -1.617 0.715 -0.632 -0.334
N 1.415542 3.738752 3.988812 0.167 -1.328 -1.735 -0.590
N 2.457489 -3.747098 -3.106306 0.667 0.500 -0.146 -0.498
N -1.699597 -0.296234 3.387595 0.947 1.216 -0.228 -0.091
N -3.071228 0.609379 5.081124 0.332 -1.358 -1.721 -0.379
N -1.471436 2.485564 -4.099171 -0.506 -0.505 -0.923 -0.389
N -1.310711 1.714121 0.364074 -1.011 2.781 0.964 0.241
N -2.511580 -5.075102 0.167036 -0.252 1.285 0.552 -0.519
N -4.328438 0.399634 1.267316 1.480 -0.192 1.879 -0.082
N 2.433595 -1.688611 1.747328 -0.672 -2.907 0.563 -0.212
N -0.828537 0.346383 -1.362760 1.351 -0.869 -1.396 -0.027
N -3.473908 1.583487 -3.107011 0.393 1.287 -0.575 -0.425
N 2.289831 -3.547128 3.199342 -1.132 0.402 -1.652 -0.482
N 3.290650 0.746700 -0.618126 0.175 -1.348 -0.886 -0.391
N -6.239373 -0.492611 0.224924 0.217 -1.924 1.356 -0.534
C 3.861221 3.055340 -0.485889 2.707 -0.145 0.355 -1.842
C 2.278095 2.319359 -2.229950 0.300 -0.962 -0.673 -0.767
C 2.799950 2.090192 -0.806980 -2.238 0.139 -1.593 1.243
C -2.489709 -3.974359 -0.770596 0.718 0.730 0.078 0.493
C -5.111768 0.317873 0.239267 -3.575 0.846 -3.893 0.592
C 0.980895 2.721162 3.093759 -3.401 0.451 0.818 0.469
C -2.354405 2.479765 -3.078245 -1.397 -1.134 -0.131 0.636
C 2.611288 -2.763477 -2.170367 -1.640 0.197 1.967 0.538
C -2.852581 -0.435699 4.111249 -0.800 0.283 0.873 0.529
C -0.501407 0.815309 -0.158603 -1.163 -1.569 1.577 -0.270
C 3.422644 0.801990 -3.778271 -1.425 -0.461 -0.470 -0.677
C 1.760631 -2.900782 2.049853 1.262 1.158 1.280 0.551
H 3.869791 -0.041584 -3.210801 -0.345 0.769 0.539 0.181
H -1.156941 1.960960 1.377599 0.184 0.068 -1.619 0.152
H 1.458125 1.616293 -2.452858 -0.041 0.229 0.236 0.121
H -3.456255 0.432561 6.000766 0.053 -0.177 -0.631 0.208
H -1.264820 -0.799452 2.619184 -1.342 -0.870 0.213 0.154
H 4.058607 0.863986 -4.639036 0.356 0.499 -0.543 0.398
H -6.732706 -0.542212 -0.656975 0.521 0.414 0.054 0.259
H 2.696040 2.488771 2.119721 -0.722 -1.007 -0.561 0.168
H 4.364357 2.710181 0.413780 0.066 -0.006 0.430 0.481
H -2.479314 1.389894 4.935501 0.520 0.697 0.524 0.184
H 4.063732 0.758243 -1.281781 0.468 -0.509 0.363 0.432
H -4.383346 -0.157332 2.110799 -0.155 -0.101 -0.238 0.097
H 2.106862 -1.138069 1.001626 -0.697 0.806 -0.901 -0.117
H 1.251345 1.342901 1.741121 0.592 -0.243 -0.827 -0.023
H 2.141325 3.403412 4.612764 -0.304 0.464 0.203 0.249
H -3.465349 -5.118865 0.557023 0.581 -0.183 -0.662 0.261
H 4.496495 -3.267248 -1.555422 1.226 -0.410 0.027 0.192
H -3.593259 1.075360 1.182962 0.317 0.046 0.015 0.157
H 1.872579 2.218414 -0.276405 -0.120 0.238 0.980 -0.229
H -0.648680 -3.285521 -0.047883 0.479 -0.324 0.626 0.183
H 1.632390 -4.177540 3.648053 0.634 0.216 -0.041 0.247
H 2.661136 0.029213 -1.061308 0.229 1.014 0.674 -0.053
H -4.149561 1.705883 -2.319041 0.849 -0.076 -0.540 0.362
H -1.223551 0.595008 3.375108 -0.040 0.354 0.717 0.094
H 2.958665 -4.608228 -2.989170 -0.119 -0.117 -0.293 0.186
H 1.913787 3.345320 -2.323378 0.103 -0.002 -0.172 0.563
H -6.154105 -1.431658 0.624082 -0.030 0.598 0.088 0.248
H 4.693691 3.001069 -1.234288 -0.788 0.022 0.243 0.367
H -1.795499 0.340150 -1.618748 -0.389 0.024 -0.281 0.312
H -1.003006 -2.497798 -1.444183 -0.816 -0.199 -0.579 0.066
H 3.057378 -1.286894 2.405791 0.252 0.249 0.325 0.236
H 2.426267 0.444842 -4.160421 0.684 0.197 0.466 0.234
H 3.673650 4.096238 -0.329815 -0.834 0.575 -0.157 0.350
H -1.520544 1.912937 -4.915546 -0.074 -0.276 -0.060 0.188
H -1.550453 2.423274 -0.338044 -0.666 0.119 0.683 0.211
H 1.623531 -3.682458 -3.688518 0.512 -0.242 0.549 0.251
H -1.886091 -5.035160 0.985023 -0.014 0.289 -0.889 0.259
H -3.964120 1.528340 -4.016920 0.656 -0.092 0.848 0.224
H 0.525874 4.058471 4.357240 0.598 0.072 0.787 0.332
H -0.628003 2.964320 -3.887123 0.462 0.314 -0.077 0.193
H 3.117936 -3.203761 3.650427 -0.232 -0.075 0.207 0.143
H -0.267454 -0.492544 -1.515266 -0.419 0.276 -0.527 -0.159
H 3.661077 -2.064219 -0.552477 0.237 -0.808 -0.739 0.223
```
Positions in Å, forces in eV/Å.

- SMILES = COC[C@H](C)N.NC(N)=O.NC(N)=O.NC(N)=O.NC(N)=O.NC(N)=O.NC(N)=O.NC(N)=O.NC(N)=O
- highest occupied orbital energy (eV) = -9.181
- energy above the lowest of the compared OMol25 structures with the same formula, charge and spin (kcal/mol) = 58.9

---

Entry from the OMol25 dataset: a molecular structure, C27H56BrFN2O27S (the ωB97M-V functional and the def2-TZVPD basis).

Structure (XYZ):
```
115
Properties=species:S:1:pos:R:3:forces:R:3:mulliken_charge:R:1
Br -6.489854 -1.806825 0.083462 -0.106 -0.507 -0.012 0.083
S -6.543750 -3.831110 -2.155555 -5.039 -0.565 -3.911 1.105
F -6.399348 -5.439566 -1.482675 0.176 3.695 -1.061 -0.281
O -2.275967 -1.639579 7.563863 0.900 -0.521 0.313 -0.338
O 0.985093 1.679217 -5.309668 0.351 1.388 0.498 -0.176
O 0.009620 -1.685108 -7.512933 -1.200 0.423 -0.013 -0.304
O 5.746169 0.492968 -2.087463 0.600 -1.016 -0.261 -0.296
O -3.102870 4.002721 7.624436 0.910 -0.499 -0.524 -0.339
O -2.523851 2.761395 5.779810 0.383 0.752 1.413 -0.534
O 0.018879 -1.603380 7.459516 -1.512 -0.689 0.530 -0.555
O 0.582239 -5.813839 -6.296258 0.567 0.571 0.761 -0.327
O -2.330531 -1.716810 -3.193246 -1.075 0.936 1.745 -0.464
O 0.253001 6.813689 6.750236 0.905 0.752 -0.307 -0.266
O 1.867115 -0.176090 1.004690 -0.554 0.629 0.635 -0.227
O 0.617595 -5.213845 -4.078766 0.571 0.126 -1.613 -0.542
O 5.437128 -1.649690 -2.857079 0.970 1.208 0.521 -0.514
O -1.153919 -3.237531 8.569873 -0.110 0.919 -0.598 -0.323
O 2.244462 7.638273 7.545635 -1.264 -0.063 -1.267 -0.542
O 0.246761 1.178185 1.608752 0.913 -0.596 0.092 -0.262
O -6.119396 -3.962155 -3.638004 -0.548 0.469 6.185 -0.466
O 1.839113 0.608405 3.163926 -0.705 -0.078 -1.672 -0.568
O 2.113739 -4.393277 -5.617278 -0.932 -0.821 0.151 -0.240
O 7.509620 -0.785489 -2.370819 -1.085 0.207 -0.023 -0.329
O 0.196356 3.836308 -5.251668 1.260 -1.135 0.382 -0.555
O 1.340863 8.284378 5.534452 -0.141 -0.596 0.798 -0.309
O -1.004520 3.401322 7.380011 -1.364 -0.337 -0.356 -0.311
O -1.753831 -0.406651 -7.229577 -0.081 -1.152 -0.634 -0.166
O 2.251246 3.236409 -4.417196 -0.759 -0.311 -0.391 -0.246
O -8.037421 -3.438678 -1.961483 6.109 -1.768 -0.121 -0.546
O -2.062872 -2.549309 -7.999193 1.091 1.444 0.596 -0.566
N -1.737438 -4.435266 -1.170781 -0.273 1.013 -1.284 -0.719
N -5.517953 -2.814277 -1.175284 -0.104 -0.439 -1.336 -0.156
C -0.227229 1.284501 -5.949079 -0.117 -0.444 -0.157 -0.525
C -3.165540 -0.212906 -7.289834 -0.614 0.057 -0.020 -0.777
C -4.450800 4.011963 7.158503 -0.575 0.054 -0.165 -0.643
C 2.721257 -3.631086 -4.576087 0.346 0.394 0.449 -0.700
C 1.365778 0.543441 2.040113 0.197 0.042 0.512 0.684
C -2.300783 -0.445853 6.783623 -0.080 0.404 -0.274 -0.286
C 8.086473 -2.033369 -2.750825 0.248 -0.454 -0.135 -0.603
C -4.634728 -1.897989 -1.991879 1.530 2.127 -0.964 -0.672
C 1.059574 -5.147079 -5.215172 -0.037 -0.028 0.512 0.754
C -3.053180 -2.367859 -2.061997 0.081 0.065 0.585 0.234
C -0.537404 -6.653392 -6.020726 -0.508 -0.393 0.082 -0.634
C 4.334460 0.686713 -2.147720 -0.596 0.111 -0.070 -0.373
C 2.466655 4.597605 -4.049997 0.104 0.477 0.133 -0.687
C 0.147044 6.015820 7.927753 -0.291 -0.182 0.570 -0.406
C -2.828341 -3.988148 -2.166017 1.083 -0.116 -0.010 0.143
C -2.239372 3.330606 6.822063 -0.064 -0.218 -0.304 0.873
C 1.368541 7.584303 6.696476 0.296 -0.032 0.392 0.733
C 6.157662 -0.739920 -2.477118 -0.220 -0.160 -0.099 0.781
C -1.342338 -1.639540 -7.619232 -0.297 -0.742 -0.291 0.681
C -1.030273 -2.108786 7.827030 0.379 0.162 -0.123 0.724
C 0.013804 2.732553 6.638300 0.523 -0.322 -0.346 -0.612
C 3.054891 -0.902127 1.315222 0.464 -0.298 0.112 -0.707
C -0.392566 1.979479 2.600357 -0.305 0.293 0.398 -0.452
C 1.056740 3.002179 -5.016747 -0.423 0.055 -0.206 0.644
C 0.586473 -2.932988 -7.892939 0.291 -0.598 -0.169 -0.366
C 2.461720 9.144779 5.340848 0.395 0.323 -0.091 -0.618
C 0.086520 -3.845649 8.924268 0.457 -0.254 0.145 -0.607
H -0.835517 -7.136627 -6.955197 0.285 0.267 0.061 0.244
H 0.958241 2.853692 7.175875 -0.349 0.103 0.084 0.261
H 0.635922 -4.152423 8.028323 -0.030 0.214 0.166 0.288
H -0.721439 1.361981 3.442503 0.190 0.170 -0.070 0.121
H 3.973276 0.576901 -3.175416 0.023 -0.108 0.228 0.286
H -1.382534 -6.061912 -5.654098 0.211 -0.125 0.072 0.259
H -3.679955 -0.910189 -6.620690 0.105 0.005 -0.247 0.289
H -3.526724 -0.322719 -8.317530 0.051 -0.140 0.229 0.302
H 0.100160 6.648546 8.819925 0.245 -0.082 -0.156 0.370
H -1.793824 0.369616 7.309518 0.006 -0.223 -0.145 0.037
H -2.171334 -0.740274 -2.973111 -0.414 -2.143 -0.281 0.283
H 2.863948 -1.634773 2.105969 0.078 0.258 -0.038 0.363
H 2.460483 5.241830 -4.935213 -0.167 -0.100 0.191 0.308
H -1.759289 -3.837814 -0.309492 0.222 -0.744 -1.308 0.236
H 2.006381 -2.918664 -4.151732 0.084 -0.239 0.021 0.307
H -2.387300 -4.275280 -3.234864 -1.292 0.839 2.217 0.054
H -4.519490 4.509178 6.185503 0.048 -0.242 0.115 0.296
H -1.274576 2.439336 2.146239 0.256 -0.233 -0.138 0.259
H 0.123625 3.178504 5.644531 -0.127 -0.165 0.135 0.287
H 3.366908 -1.440199 0.415918 -0.305 0.197 0.041 0.162
H -0.131795 -4.738716 9.516217 -0.256 0.254 -0.158 0.218
H -4.847174 2.992957 7.102871 0.138 0.178 -0.138 0.274
H 1.670099 -2.856216 -7.768502 -0.315 0.237 0.094 0.205
H -5.019258 -1.665148 -3.072227 0.542 -0.790 1.998 0.237
H -3.345969 -0.161402 6.634297 0.163 -0.271 0.181 0.271
H 3.860166 -0.219231 1.604610 -0.196 -0.132 0.112 0.339
H -1.087182 1.480198 -5.300430 0.108 0.137 -0.148 0.282
H 3.390586 8.566505 5.303598 -0.158 0.126 0.181 0.286
H 3.451216 4.669086 -3.579718 -0.161 -0.308 -0.142 0.216
H 4.118586 1.705544 -1.814532 0.328 -0.182 -0.039 0.211
H 7.875306 -2.252008 -3.802545 -0.102 -0.036 0.243 0.285
H 0.983333 5.312397 7.993920 -0.069 0.242 0.074 0.212
H 3.121453 -4.289682 -3.798479 -0.211 0.147 -0.084 0.313
H 0.222120 -3.739032 -7.247879 -0.020 0.269 -0.395 0.040
H 7.722120 -2.839413 -2.105765 -0.060 0.125 -0.228 0.280
H 1.714419 4.925823 -3.325432 0.036 -0.008 -0.266 0.317
H -5.052625 4.576276 7.876130 0.388 -0.082 0.009 0.233
H 3.820045 -0.010570 -1.478576 0.075 0.040 -0.250 0.048
H -0.204026 1.662377 6.561906 0.043 0.248 -0.124 0.228
H -0.341189 1.796234 -6.910146 -0.043 -0.016 0.260 0.341
H -0.781213 5.441413 7.864355 0.368 0.489 -0.172 0.033
H 0.688976 -3.166140 9.535736 -0.044 -0.063 -0.259 0.288
H 3.551654 -3.067496 -5.010183 -0.237 -0.236 -0.126 0.250
H -3.381414 0.805925 -6.956646 0.347 -0.141 -0.032 0.273
H -3.777100 -4.639808 -1.955680 1.654 1.563 -0.444 0.041
H -0.267496 -7.432869 -5.300915 -0.083 0.264 -0.010 0.297
H -1.846823 -0.616603 5.802158 0.071 0.100 0.237 0.264
H 0.274843 2.777594 2.941176 -0.061 -0.241 0.046 0.292
H 9.170099 -1.956597 -2.626388 -0.274 0.272 0.069 0.218
H -2.549865 -1.940382 -1.068305 -1.088 -1.264 -1.938 0.141
H -4.628254 -0.850508 -1.418770 -0.137 -2.421 -1.309 0.456
H -0.175665 0.208456 -6.136413 0.521 0.709 0.385 0.148
H 0.375306 -3.151628 -8.944659 -0.132 -0.004 0.228 0.341
H -0.823201 -4.334938 -1.685869 -1.227 0.035 1.158 0.297
H 2.507328 9.902707 6.129603 0.090 -0.252 -0.055 0.288
H 2.335119 9.654140 4.381600 -0.238 -0.258 0.164 0.221
```
Positions in Å, forces in eV/Å.

- highest occupied orbital energy (eV) = -9.282

---

Copy entry 1 word for word.
Entry from the OMol25 dataset: a molecular structure, C2H2LiNaO2 (the ωB97M-V functional and the def2-TZVPD basis).

Structure (XYZ):
```
8
Properties=species:S:1:pos:R:3:forces:R:3:nbo_charge:R:1
Na 0.045291 3.057444 0.964732 -0.116 -0.177 -0.065 0.988
O 0.043858 0.875457 0.723297 0.807 0.864 1.279 -0.963
O 0.741840 -1.578322 -0.050969 -2.403 -0.558 1.354 -0.681
C -0.485948 0.285949 -0.294250 0.424 0.845 -1.518 0.084
C -0.425499 -1.135617 -0.354991 3.262 -0.406 -2.345 0.268
Li 1.219486 -0.503046 1.474711 -0.209 -0.057 -0.513 0.959
H -1.027484 -1.647302 -1.122997 -0.073 -0.361 0.670 0.176
H -0.111545 0.645438 -1.339533 -1.691 -0.151 1.138 0.170
```
Positions in Å, forces in eV/Å.

- <S²> = 0.7598
- multiplicity = 2
- highest occupied orbital energy (alpha / beta) (eV) = -11.085 / -13.542
- energy above the lowest of the compared OMol25 structures with the same formula, charge and spin (kcal/mol) = 15.1
- charge = +1